Entry from the Open Molecules 2025 dataset: a cluster of 6 separate species, C34H79NO2 in total (ωB97M-V with the def2-TZVPD basis set).

Positions of all 116 atoms, in Å:
C  2.86  -0.49  0.60
N  2.82  -0.69  2.06
C  2.92  -2.10  2.43
C  4.35  -2.60  2.52
O  5.23  -1.97  3.06
O  4.58  -3.83  1.99
C  4.89  -3.83  0.59
H  2.89  0.59  0.40
H  1.98  -0.94  0.16
H  3.77  -0.92  0.16
H  3.63  -0.21  2.46
H  2.46  -2.24  3.42
H  2.36  -2.72  1.72
H  5.36  -4.79  0.38
H  3.98  -3.74  -0.02
H  5.58  -3.02  0.35
C  0.04  -2.70  -5.06
C  -0.81  -3.30  -3.95
C  -1.88  -2.35  -3.41
C  -1.34  -1.06  -2.79
C  -0.35  -1.28  -1.65
C  -0.93  -2.03  -0.47
H  0.60  -1.82  -4.72
H  0.76  -3.43  -5.43
H  -0.58  -2.39  -5.91
H  -0.17  -3.64  -3.14
H  -1.31  -4.20  -4.33
H  -2.49  -2.89  -2.68
H  -2.56  -2.08  -4.23
H  -2.19  -0.48  -2.42
H  -0.87  -0.45  -3.56
H  0.01  -0.30  -1.31
H  0.54  -1.81  -2.02
H  -1.80  -1.51  -0.06
H  -0.20  -2.14  0.34
H  -1.25  -3.04  -0.75
C  -3.75  -4.19  0.99
C  -4.26  -2.83  1.46
C  -3.55  -2.30  2.70
C  -3.69  -3.18  3.94
C  -5.13  -3.45  4.38
C  -5.90  -2.19  4.74
H  -3.92  -4.96  1.74
H  -4.26  -4.50  0.08
H  -2.68  -4.15  0.78
H  -5.34  -2.88  1.64
H  -4.13  -2.10  0.65
H  -3.91  -1.29  2.92
H  -2.48  -2.19  2.47
H  -3.15  -2.70  4.77
H  -3.18  -4.14  3.78
H  -5.11  -4.12  5.24
H  -5.66  -3.99  3.59
H  -5.40  -1.65  5.55
H  -6.91  -2.44  5.08
H  -5.99  -1.51  3.89
C  2.02  -5.07  -7.77
C  1.18  -6.01  -6.91
C  1.90  -6.48  -5.65
C  3.18  -7.28  -5.90
C  3.01  -8.52  -6.77
C  2.06  -9.56  -6.17
H  2.92  -5.55  -8.14
H  1.45  -4.73  -8.64
H  2.31  -4.18  -7.20
H  0.87  -6.87  -7.51
H  0.26  -5.50  -6.61
H  1.20  -7.08  -5.05
H  2.14  -5.61  -5.03
H  3.59  -7.58  -4.93
H  3.93  -6.63  -6.35
H  3.99  -8.98  -6.91
H  2.66  -8.23  -7.76
H  2.40  -9.88  -5.19
H  1.99  -10.44  -6.81
H  1.05  -9.16  -6.06
C  0.24  2.36  0.76
C  0.44  3.02  2.12
C  0.09  4.50  2.15
C  0.92  5.38  1.20
C  2.43  5.30  1.43
C  2.86  5.77  2.81
H  0.88  2.81  -0.01
H  0.47  1.30  0.80
H  -0.80  2.46  0.43
H  1.48  2.87  2.44
H  -0.17  2.50  2.86
H  0.19  4.88  3.17
H  -0.96  4.62  1.88
H  0.60  6.41  1.32
H  0.70  5.11  0.17
H  2.93  5.92  0.67
H  2.79  4.28  1.26
H  2.54  6.80  2.99
H  3.95  5.74  2.92
H  2.44  5.15  3.60
C  0.16  9.46  1.53
C  0.19  10.21  2.86
C  -0.11  9.31  4.06
C  -1.48  8.64  4.04
C  -2.66  9.60  3.94
C  -2.76  10.57  5.10
H  -0.82  9.03  1.33
H  0.42  10.12  0.70
H  0.89  8.64  1.54
H  -0.52  11.04  2.82
H  1.17  10.66  3.00
H  0.00  9.90  4.98
H  0.66  8.53  4.12
H  -1.58  8.04  4.96
H  -1.52  7.92  3.21
H  -3.58  9.01  3.88
H  -2.61  10.15  3.00
H  -2.85  10.04  6.05
H  -3.64  11.21  5.00
H  -1.89  11.22  5.16

Summary:
Electronic energy (eV): -42125.101
Frontier orbital gap (Ha): 0.3549
Charge: 0
Structure (SMILES): CNCC(=O)OC.CCCCCC.CCCCCC.CCCCCC.CCCCCC.CCCCCC
Highest occupied orbital energy (eV): -9.2

---

Entry from the Open Molecules 2025 dataset: a structure of composition C34H80N2O24Rb (ωB97M-V with the def2-TZVPD basis set).

Positions of all 141 atoms, in Å:
Rb  3.60  1.19  1.95
C  0.97  0.00  0.01
C  0.17  0.59  1.07
C  -0.98  -0.31  1.72
O  -1.49  0.18  2.71
C  -1.26  -1.58  1.11
C  -0.48  -2.05  0.10
C  0.66  -1.24  -0.53
O  1.47  -1.66  -1.46
O  -0.84  -3.19  -0.41
O  0.40  1.70  1.59
H  1.86  0.54  -0.30
H  -2.08  -2.16  1.50
C  0.02  -2.85  -7.86
O  -1.23  -2.67  -7.28
C  -1.23  -1.39  -6.50
C  -2.57  -1.02  -5.84
N  -3.00  -1.81  -4.67
C  -2.22  -1.63  -3.45
C  -2.48  -0.25  -2.80
O  -3.83  -0.13  -2.29
C  -4.02  -0.80  -1.02
H  0.84  -3.04  -7.17
H  0.36  -1.98  -8.41
H  -0.04  -3.65  -8.60
H  -0.81  -0.61  -7.12
H  -0.45  -1.45  -5.74
H  -3.35  -1.12  -6.60
H  -2.57  0.05  -5.62
H  -3.78  -1.23  -4.43
H  -1.15  -1.72  -3.65
H  -2.28  -2.48  -2.77
H  -2.46  0.58  -3.51
H  -1.70  -0.05  -2.06
H  -3.42  -0.27  -0.29
H  -3.88  -1.88  -0.98
H  -5.08  -0.67  -0.82
C  5.12  5.79  -1.85
O  5.76  4.56  -1.57
C  5.53  4.18  -0.14
C  6.17  2.88  0.15
N  5.51  1.60  -0.28
C  6.35  0.47  0.01
C  5.60  -0.83  -0.34
O  4.71  -1.21  0.70
C  4.31  -2.55  0.61
H  5.34  6.22  -2.82
H  5.19  6.58  -1.10
H  4.09  5.43  -1.88
H  4.48  4.07  0.16
H  6.00  4.92  0.51
H  6.44  2.89  1.21
H  7.14  2.99  -0.35
H  5.28  1.63  -1.27
H  6.72  0.49  1.04
H  7.27  0.56  -0.57
H  6.39  -1.56  -0.54
H  5.05  -0.70  -1.27
H  5.15  -3.18  0.32
H  3.37  -2.72  0.09
H  4.14  -2.84  1.65
C  -2.62  -3.41  5.84
C  -2.49  -2.33  4.76
O  -1.06  -2.11  4.54
O  -1.88  -3.06  7.09
H  -2.18  -4.35  5.50
H  -3.69  -3.54  6.03
H  -2.93  -1.39  5.10
H  -3.02  -2.67  3.87
H  -1.09  -1.40  3.89
H  -1.24  -2.38  6.87
C  0.79  1.38  5.30
C  2.10  1.23  6.26
O  1.92  0.29  7.28
O  1.12  2.05  4.09
H  0.07  1.95  5.88
H  0.32  0.40  5.19
H  2.45  2.18  6.67
H  2.94  0.82  5.69
H  2.55  0.47  7.97
H  0.54  1.72  3.40
C  -0.86  4.87  2.33
C  0.64  5.06  2.43
O  1.17  4.27  1.42
O  -1.63  5.38  3.41
H  -1.18  3.84  2.16
H  -1.13  5.44  1.44
H  0.98  4.72  3.41
H  0.87  6.11  2.26
H  0.85  3.37  1.53
H  -2.54  5.46  3.11
C  -4.87  0.63  3.31
C  -4.12  1.38  4.47
O  -2.89  2.03  4.05
O  -4.26  -0.48  2.82
H  -4.96  1.26  2.42
H  -5.85  0.42  3.73
H  -4.01  0.63  5.25
H  -4.77  2.12  4.96
H  -2.26  1.36  3.76
H  -3.34  -0.22  2.68
C  -3.19  3.07  -0.38
C  -4.31  3.32  -1.31
O  -5.03  2.12  -1.58
O  -2.08  2.38  -0.90
H  -3.66  2.58  0.48
H  -2.95  4.03  0.07
H  -3.82  3.62  -2.24
H  -4.94  4.14  -0.97
H  -4.49  1.35  -1.75
H  -1.56  2.12  -0.14
C  1.63  1.92  -2.74
C  0.73  1.67  -3.98
O  1.43  1.75  -5.14
O  2.58  0.89  -2.63
H  0.95  1.88  -1.89
H  2.08  2.92  -2.78
H  -0.10  2.37  -4.04
H  0.38  0.63  -3.99
H  2.21  1.19  -5.11
H  2.27  0.09  -2.19
C  -3.22  -5.23  2.01
C  -4.23  -4.66  1.02
O  -3.70  -4.33  -0.28
O  -3.77  -5.51  3.33
H  -2.34  -4.60  2.07
H  -2.89  -6.20  1.64
H  -4.66  -3.86  1.62
H  -5.05  -5.37  0.87
H  -2.87  -3.86  -0.18
H  -4.73  -5.54  3.26
C  2.28  -4.17  -4.12
C  3.70  -3.89  -3.68
O  3.89  -2.51  -3.39
O  1.39  -4.35  -3.05
H  2.29  -5.02  -4.80
H  1.93  -3.39  -4.79
H  4.31  -4.32  -4.48
H  3.96  -4.49  -2.81
H  3.22  -2.37  -2.72
H  1.12  -3.55  -2.60

Summary:
Electronic energy (eV): -89325.305
Frontier orbital gap (Ha): 0.2401
Charge: -1
Relative energy (zero: lowest compared OMol25 entry of this formula, charge and spin) (eV): 2.370
Highest occupied orbital energy (eV): -5.6